Molecular formula: C5H8N2
Method: DFT, ωB97M-V with the def2-TZVPD basis set

HOMO energy: -7.17 eV
HOMO-LUMO gap: 7.91 eV

XYZ file:
```
15
Properties=species:S:1:pos:R:3:forces:R:3
C 2.0668 -0.2394 -0.4236 0.02 0.00 -0.23
C 0.6525 0.0072 -0.0203 -0.02 0.29 -0.25
C -0.3846 -0.8976 0.4766 -0.19 0.16 0.43
C -1.8175 -0.9624 0.0290 0.06 0.49 -0.30
N -2.0801 -0.1867 -1.0021 -0.09 -0.11 0.07
C -0.6247 0.5094 1.6072 0.06 -0.16 -0.45
N 0.2808 1.0514 0.7370 0.30 0.05 -0.20
H 2.6990 -0.5662 0.4192 -0.22 0.04 -0.08
H 2.1228 -1.0032 -1.2017 0.05 0.08 0.04
H 2.5087 0.6821 -0.8183 0.00 -0.12 0.00
H -0.0285 -1.9341 0.6542 -0.32 0.67 0.73
H -1.3851 0.3790 -1.4936 0.02 -0.05 0.12
H -3.0382 -0.0967 -1.3103 0.18 -0.07 -0.03
H -1.4808 1.2270 1.7482 0.05 -1.15 -0.10
H 0.5090 2.0305 0.5985 0.09 -0.11 0.25
```
Forces are in eV/Å.

***

Molecular formula: C5H8N2
Method: DFT, ωB97M-V with the def2-TZVPD basis set

HOMO energy: -10.44 eV
HOMO-LUMO gap: 10.85 eV

XYZ file:
```
15
Properties=species:S:1:pos:R:3:forces:R:3
C 1.5980 -0.4924 0.4786 0.03 0.06 0.01
C 0.4383 -1.3434 -0.0307 0.06 -0.11 0.00
N -0.7435 0.3190 -1.3916 -0.02 0.36 0.23
C -0.9005 1.5103 -0.9540 0.03 -0.15 -0.10
C -1.1494 1.4935 0.5057 -0.02 -0.13 0.13
N -1.1384 0.2939 0.9485 0.01 0.28 -0.25
C -0.8543 -0.5341 -0.2154 -0.02 -0.17 -0.03
H 2.5263 -1.0708 0.4983 -0.13 0.06 -0.01
H 1.7617 0.3764 -0.1682 0.00 -0.11 0.07
H 1.3955 -0.1290 1.4906 0.07 -0.07 -0.15
H 0.2441 -2.1685 0.6609 -0.02 0.13 -0.04
H 0.6803 -1.7802 -1.0049 -0.04 0.03 0.14
H -0.8440 2.3867 -1.5959 -0.05 -0.12 0.09
H -1.3151 2.3570 1.1462 -0.01 -0.12 -0.09
H -1.6989 -1.2184 -0.3681 0.09 0.07 0.01
```
Forces are in eV/Å.

***

Molecular formula: C5H8N2
Method: DFT, ωB97M-V with the def2-TZVPD basis set

Charge: +2
HOMO energy: -19.91 eV
HOMO-LUMO gap: 8.29 eV

XYZ file:
```
15
Properties=species:S:1:pos:R:3:forces:R:3
C -0.3304 -1.1455 0.2971 3.32 0.63 -0.56
C 1.0349 -1.1642 0.2347 -1.46 -3.86 0.40
C -0.1924 1.1012 -0.1051 4.16 -1.37 -1.64
C 2.7528 0.6284 -0.0670 -4.39 0.53 -0.12
C -2.3493 0.1446 -0.0361 -3.95 2.14 1.55
N -0.9102 0.0761 0.0189 0.23 1.65 0.17
N 1.5726 0.0478 0.0146 -1.02 4.22 -0.38
H -1.0303 -1.8850 0.3418 -1.20 -2.37 0.52
H 1.5268 -2.2287 0.2901 -0.28 2.45 0.11
H -0.0648 2.0048 -0.7714 -0.50 -0.65 1.24
H 2.6659 1.7195 -0.2397 0.78 -0.74 0.18
H 3.6102 0.0537 0.0310 1.89 -0.92 0.07
H -2.7391 0.6673 1.0146 0.98 -1.57 -2.66
H -2.8303 -0.8544 -0.1597 0.71 0.75 0.16
H -2.7163 0.8343 -0.8637 0.71 -0.88 0.96
```
Forces are in eV/Å.

***

Molecular formula: C5H8N2
Method: DFT, ωB97M-V with the def2-TZVPD basis set

Charge: +2
HOMO energy (spin up / spin down): -18.53 / -19.08 eV
HOMO-LUMO gap (spin up / spin down): 9.92 / 7.83 eV

XYZ file:
```
15
Properties=species:S:1:pos:R:3:forces:R:3
C 2.1452 -0.2024 -0.0420 -2.85 -1.27 2.77
C -2.1289 -0.2991 -0.1284 2.81 -1.80 2.41
C 3.3859 0.1563 -0.6358 1.51 1.06 1.06
C -3.3005 0.1353 -0.6827 -2.56 1.38 -0.76
C -0.0020 -0.7521 1.1831 -1.50 0.86 0.22
N 1.1338 -0.5129 0.5102 3.99 1.00 -1.78
N -1.1505 -0.5795 0.4410 -1.16 0.43 -0.95
H 3.7617 1.1971 -0.4019 -0.66 -0.88 0.67
H 4.2613 -0.5284 -0.5448 -0.97 -0.02 0.25
H 3.1794 0.3201 -1.6386 -0.46 -0.17 -2.54
H -2.9295 0.8761 -1.4325 -0.89 -0.04 0.31
H -3.9869 -0.5944 -1.1522 0.79 -0.14 -0.07
H -3.9689 0.5638 0.1378 1.03 0.05 -0.86
H -0.2388 1.3599 2.1845 0.10 -0.43 -0.11
H -0.1613 -1.1398 2.2024 0.84 0.00 -0.62
```
Forces are in eV/Å.

***

Molecular formula: C5H8N2O
Method: DFT, ωB97M-V with the def2-TZVPD basis set

HOMO energy: -9.47 eV
HOMO-LUMO gap: 10.48 eV

XYZ file:
```
16
Properties=species:S:1:pos:R:3:forces:R:3
C 0.2187 -0.5768 0.3043 0.90 -0.60 1.22
C 0.8280 -0.7153 -1.0664 -0.56 -0.36 -0.56
C 0.2132 0.5802 -1.6439 -0.31 -0.47 -1.62
C -1.2577 0.5673 -1.1310 -0.13 -0.50 -0.33
C -0.4913 0.7321 0.1943 0.29 0.36 -0.10
H -0.1513 -1.4487 3.1246 0.17 -0.35 0.19
H 1.8999 -0.6263 -1.0812 0.45 -0.06 0.21
H 0.5394 -1.6466 -1.5636 -0.06 0.20 -0.03
H 0.4323 0.8310 -2.7147 0.04 -0.17 1.06
H -1.8889 -0.3517 -1.3124 0.56 1.01 0.27
H -1.7818 1.5076 -1.3584 0.06 -0.43 -0.15
H -0.9021 1.1493 1.0866 -0.24 0.28 0.43
H 0.2374 2.4240 -0.8000 -0.21 0.23 0.13
N 0.4020 -1.3462 1.3113 -0.73 0.94 -0.62
N 0.6065 1.5108 -0.5641 -0.38 -0.16 0.52
O -0.3138 -0.8144 2.4306 0.16 0.08 -0.61
```
Forces are in eV/Å.

***

Molecular formula: C5H8N2O
Method: DFT, ωB97M-V with the def2-TZVPD basis set

HOMO energy: -7.93 eV
HOMO-LUMO gap: 8.72 eV

XYZ file:
```
16
Properties=species:S:1:pos:R:3:forces:R:3
C -0.5774 0.7180 1.1911 1.50 0.61 0.69
C -1.7464 -0.8397 -0.5258 0.02 0.16 -0.03
N -0.0251 1.0887 -0.0928 -3.83 0.08 -2.47
C 1.8382 -0.4849 0.0893 2.92 -2.38 -0.70
C -0.5089 -0.3463 0.1642 0.99 0.92 -0.62
N 1.1795 1.2316 -0.7625 1.80 0.03 1.30
C 0.7038 -1.1795 0.1558 -1.03 1.12 0.31
O 3.0248 -0.4692 0.1822 -0.99 0.67 0.03
H 1.9120 1.8291 -0.3793 -0.37 -0.17 1.06
H 1.0956 1.6724 -1.6776 -1.00 -0.67 -0.09
H 0.1189 0.7177 2.0214 -0.14 -0.45 0.31
H -1.5279 1.1982 1.3868 -0.02 0.22 0.04
H 0.6787 -2.2362 0.3408 0.36 -0.13 0.15
H -1.4930 -1.4270 -1.4059 0.05 0.03 -0.08
H -2.3163 -1.4810 0.1455 -0.12 0.00 0.05
H -2.3564 0.0083 -0.8332 -0.13 -0.04 0.06
```
Forces are in eV/Å.